125
Properties=species:S:1:pos:R:3 method="wB97M-V/def2-TZVPD" energy_ha=-4105.16287 fmax_ev_per_a=8.00 lumo_ha=-0.125 total_charge=+1
C 2.29959 -0.13381 4.48467
C 2.39479 -1.34864 3.55838
O 1.43644 -1.19434 2.46331
P 0.07592 -2.00940 2.81953
O -0.27911 -1.92033 4.24176
C -1.30205 -1.30080 1.83394
C -1.56760 0.12787 2.34996
N -2.73877 0.79867 1.74292
N -2.64643 2.23155 1.81606
C -2.45595 2.67888 3.01847
C -3.34302 2.35409 4.20798
C -1.24713 3.60160 3.21391
C -2.84310 0.54825 0.35978
N -4.07746 0.16273 -0.12351
C -4.37387 -1.28912 0.01459
C -5.67329 -1.47025 0.87325
C -5.83513 -0.40577 1.97381
C -7.02916 -0.78018 2.89537
S -6.99673 0.33898 4.32210
O -6.03087 -0.07919 5.29462
O -6.67564 1.64974 3.79608
O -8.46150 0.41854 4.96653
N -1.81662 0.70555 -0.40708
C -1.74324 0.45911 -1.85128
O -0.69762 -0.45125 -2.09832
C 0.57713 0.16001 -1.96822
O 1.54096 -0.81988 -2.27068
C 2.67653 -0.23952 -2.92805
C 3.37036 0.87062 -2.14455
O 4.01914 0.37656 -0.98051
O 0.37814 -3.57221 2.47482
C -0.46283 -4.15502 1.47001
C -0.01568 -3.79535 0.01993
H 2.68257 0.74429 3.94510
H 1.26280 0.09569 4.75636
H 2.86563 -0.31129 5.40702
H 2.27231 -2.30141 4.08630
H 3.39408 -1.37918 3.10671
H -2.17606 -1.92672 2.04782
H -0.99530 -1.35576 0.78025
H -1.67255 0.04985 3.43865
H -0.67647 0.74104 2.09878
H -4.29198 2.89533 4.13299
H -2.82898 2.71300 5.10855
H -3.52142 1.28127 4.34701
H -1.17472 3.92093 4.25334
H -0.38087 3.02524 2.87513
H -1.36109 4.43235 2.50169
H -4.25810 0.52294 -1.05251
H -3.54157 -1.87130 0.41304
H -4.62677 -1.70679 -0.96891
H -5.71284 -2.45475 1.35923
H -6.55273 -1.40258 0.21800
H -6.08031 0.57424 1.55520
H -4.96733 -0.33834 2.64061
H -6.84921 -1.77960 3.31638
H -7.99972 -0.74160 2.39116
H -8.59232 1.36172 5.17797
H -0.96914 1.03297 0.05223
H -2.64011 0.00525 -2.26984
H -1.47153 1.41550 -2.32494
H 0.79960 0.45734 -0.91940
H 0.69679 1.07426 -2.57817
H 3.39910 -1.05568 -3.04695
H 2.35809 0.11638 -3.92182
H 2.72381 1.73252 -1.91931
H 4.16767 1.26334 -2.80218
H 3.89998 1.02676 -0.27749
H -1.53735 -3.99452 1.63421
H -0.31841 -5.23874 1.55603
H 0.68375 -4.58234 -0.29431
H -0.84545 -3.83227 -0.69513
H 0.56092 -2.86207 -0.01000
O 6.95370 6.09999 2.88093
P 6.62933 4.68257 2.51563
O 6.41940 4.82108 0.88020
C 7.35690 5.53174 0.07366
C 8.35298 4.58880 -0.57537
O 5.06298 4.64826 2.99763
C 4.59794 5.52512 4.02524
C 3.89502 6.72224 3.41830
O 6.49203 3.02070 2.37924
C 7.62118 2.21931 2.04806
C 8.85569 2.56635 2.85237
H 7.88175 6.29711 0.64770
H 6.78213 6.04119 -0.70232
H 9.02326 4.15798 0.17269
H 8.96588 5.11879 -1.30572
H 7.84043 3.76674 -1.07730
H 5.41368 5.83434 4.67770
H 3.89404 4.95833 4.63907
H 4.52314 7.22095 2.68028
H 3.61917 7.44385 4.18878
H 2.98853 6.40570 2.89757
H 7.80935 2.28854 0.97349
H 7.34343 1.18305 2.24986
H 9.18183 3.59548 2.65732
H 9.67874 1.89811 2.59915
H 8.65333 2.48430 3.92163
O -3.15356 -5.05557 -4.82422
P -2.24088 -4.41617 -5.82541
O -3.21538 -3.30664 -6.55686
C -4.08071 -2.47852 -5.79390
C -3.45592 -1.11755 -5.53706
O -2.18455 -5.57139 -6.97064
C -2.46294 -6.93749 -6.65083
C -3.88556 -7.28914 -7.03400
O -0.86518 -3.78874 -6.50616
C -0.21942 -2.68359 -5.87928
C -0.08395 -2.84955 -4.38192
H -4.35900 -2.95038 -4.84872
H -4.99370 -2.35281 -6.37832
H -2.60630 -1.20492 -4.85108
H -4.18382 -0.43835 -5.08626
H -3.09118 -0.67533 -6.46434
H -2.27438 -7.14097 -5.59700
H -1.76614 -7.55065 -7.22502
H -4.60051 -6.59202 -6.59620
H -4.13744 -8.29977 -6.70923
H -4.01154 -7.23020 -8.11632
H -0.74821 -1.75945 -6.13171
H 0.77346 -2.60485 -6.32556
H -1.06762 -2.91017 -3.89762
H 0.44680 -2.00925 -3.93943
H 0.45078 -3.77205 -4.14708